[1]
C24H31BN8PPtS | wB97M-V/def2-TZVPD

```
67
Properties=species:S:1:pos:R:3:mulliken_charge:R:1
Pt 0.24636 -0.55141 -0.18272 1.111
B -2.11018 -2.56620 -2.03839 -0.325
N -2.03883 -2.56654 -0.45351 0.190
C -2.62641 -3.52073 0.27284 -0.262
C -2.52672 -3.20267 1.61965 -1.005
C -1.83644 -2.00060 1.63337 -0.739
N -1.55854 -1.61890 0.37760 0.095
N -1.26044 -1.43466 -2.73671 0.293
C -1.47687 -1.04561 -3.99810 -0.210
C -0.43281 -0.23248 -4.41240 -1.083
C 0.41029 -0.17351 -3.31017 -0.450
N -0.09299 -0.91287 -2.31060 -0.502
H -1.70097 -3.64442 -2.40114 -0.124
H -3.25333 -2.36450 -2.36991 -0.081
H -3.10476 -4.35583 -0.21366 0.462
H -2.90672 -3.76201 2.45689 0.437
H -1.53532 -1.38295 2.46465 0.573
H -2.35038 -1.38864 -4.52858 0.477
H -0.30334 0.23101 -5.37514 0.436
H 1.34968 0.34026 -3.18011 0.621
C -3.63862 3.00622 -0.16197 -0.960
N -3.19092 2.41971 -1.42160 0.116
C -2.32981 3.37568 -2.11807 -0.864
N -1.19544 3.83737 -1.31170 0.088
C -1.69923 4.38057 -0.05086 -0.932
N -2.53088 3.43642 0.69836 0.149
C -1.76888 2.32383 1.24686 -1.212
P -1.00141 1.37462 -0.14954 2.176
C -2.50719 1.15091 -1.19360 -1.215
C -0.22420 2.77505 -1.07045 -0.993
H -4.25516 2.28556 0.37630 0.395
H -4.24449 3.88408 -0.38607 0.319
H -2.92938 4.24675 -2.38261 0.284
H -1.95492 2.91725 -3.03422 0.420
H -2.30759 5.25660 -0.27593 0.313
H -0.85843 4.69283 0.57082 0.385
H -2.41938 1.65793 1.81671 0.413
H -0.99355 2.69492 1.91904 0.397
H -3.17609 0.44552 -0.69700 0.299
H -2.20810 0.70801 -2.14297 0.484
H 0.16922 2.39138 -2.01291 0.393
H 0.61568 3.17274 -0.49398 0.379
N 1.43689 -2.25634 -0.28862 -0.393
S 2.86370 -2.32069 0.42122 0.005
C 3.50242 -0.66321 0.32532 0.773
C 4.63404 -0.44751 -0.44078 -0.680
C 5.07504 0.85718 -0.63607 -0.594
C 4.38088 1.91687 -0.07181 -0.665
C 3.24701 1.68545 0.70390 -0.710
C 2.80123 0.39021 0.90800 -0.548
C 2.48607 -2.41452 2.15979 0.458
C 1.23915 -2.87112 2.54482 -0.438
C 0.96069 -2.97377 3.90297 -0.433
C 1.92350 -2.63941 4.84248 -0.613
C 3.17939 -2.20129 4.43449 -0.560
C 3.47061 -2.08916 3.08573 -0.489
H 1.43507 -2.74388 -1.17629 0.222
H 5.16624 -1.28241 -0.88058 0.434
H 5.96076 1.04120 -1.22881 0.444
H 4.72814 2.93001 -0.22611 0.440
H 2.72999 2.51396 1.17183 0.504
H 1.95839 0.19606 1.56262 0.685
H 0.50681 -3.15625 1.80128 0.671
H -0.01260 -3.32707 4.21872 0.483
H 1.70357 -2.73146 5.89795 0.402
H 3.93368 -1.94583 5.16689 0.415
H 4.44678 -1.74772 2.76261 0.443
```

Results
- LUMO level (alpha / beta) (eV) = -4.06 / -3.96
- gap between HOMO and LUMO (alpha / beta) (eV) = 6.898 / 6.991
- charge = +1
- highest occupied orbital energy (alpha / beta) (eV) = -10.960 / -10.950


[2]
C24H31BN9OSn | wB97M-V/def2-TZVPD

```
67
Properties=species:S:1:pos:R:3:mulliken_charge:R:1
Sn 0.42969 0.23295 -0.98625 1.054
C 2.25737 2.79869 -2.71805 -1.354
C 2.50120 2.67981 -1.25339 0.666
C 3.26158 3.49773 -0.42926 -1.548
C 3.18948 2.93346 0.83090 0.218
N 2.42441 1.83678 0.77261 0.889
N 2.00173 1.67147 -0.51960 -0.510
B 2.01908 0.75208 1.80002 -0.052
N 0.45691 0.86606 1.96456 0.779
C -0.22722 1.25264 3.04143 0.099
C -1.57718 1.25018 2.74684 -1.883
C -1.66955 0.84621 1.42474 0.698
C -2.92620 0.66582 0.63486 -1.409
N -0.42201 0.63042 0.94562 0.151
N 2.33292 -0.64475 1.17332 1.295
C 3.30354 -1.49361 1.52633 0.067
C 3.29828 -2.57132 0.65823 -1.553
C 2.27451 -2.31788 -0.24403 0.520
C 1.81628 -3.13098 -1.40674 -1.285
N 1.69249 -1.14979 0.08381 -0.583
N 2.67738 0.84789 3.13270 0.537
C 2.45070 0.04254 4.21344 -0.394
C 3.40536 0.32013 5.14672 -1.222
C 4.21618 1.32201 4.55573 0.669
C 5.40947 2.00292 5.14027 -1.259
N 3.77941 1.62241 3.34805 -1.103
H 1.69889 3.70597 -2.94834 0.339
H 1.71431 1.93628 -3.11043 0.149
H 3.20685 2.85751 -3.24930 0.454
H 3.81059 4.37844 -0.71357 0.509
H 3.65214 3.20978 1.76226 0.607
H 0.28722 1.51214 3.95142 0.604
H -2.38881 1.50110 3.40759 0.566
H -3.50972 1.58918 0.63590 0.432
H -3.55184 -0.09627 1.10012 0.391
H -2.74573 0.36221 -0.39300 0.109
H 3.93942 -1.27646 2.36961 0.501
H 3.95393 -3.42429 0.67420 0.521
H 2.61506 -3.79121 -1.73613 0.434
H 1.53200 -2.50250 -2.25291 0.232
H 0.96315 -3.75747 -1.13955 0.249
H 1.64127 -0.67093 4.22896 0.584
H 3.51692 -0.12316 6.12137 0.444
H 5.66783 1.56553 6.10187 0.371
H 5.21319 3.06414 5.29136 0.296
H 6.26935 1.91238 4.47786 0.319
O -1.00910 2.08226 -1.54151 -0.280
C -1.41408 2.48609 -2.87645 -0.673
C -2.35410 1.48090 -3.51427 -0.442
C -1.74577 0.06702 -3.66420 -1.483
C -2.16764 -0.92868 -2.60980 0.734
C -3.36407 -1.62613 -2.73288 -0.586
C -3.72261 -2.56412 -1.78024 -0.550
C -2.87130 -2.80785 -0.70705 -1.022
C -1.70658 -2.07971 -0.62846 -0.283
N -1.37586 -1.16376 -1.55384 0.273
H -1.70528 2.29899 -0.90971 0.189
H -0.49009 2.56482 -3.44537 0.274
H -1.86004 3.47755 -2.81378 0.362
H -2.60136 1.86969 -4.50335 0.453
H -3.29733 1.43707 -2.96294 0.364
H -0.65336 0.12688 -3.69302 0.319
H -2.04537 -0.34826 -4.62611 0.657
H -3.99713 -1.43858 -3.58997 0.555
H -4.65101 -3.11106 -1.87813 0.465
H -3.10678 -3.54189 0.04995 0.499
H -1.01181 -2.21086 0.19498 0.576
```

Results
- LUMO level (alpha / beta) (eV) = -5.75 / -7.85
- gap between HOMO and LUMO (alpha / beta) (eV) = 8.163 / 6.062
- charge = +2
- spin multiplicity = 2
- highest occupied orbital energy (alpha / beta) (eV) = -13.915 / -13.915


[3]
C24H31Br33N | wB97M-V/def2-TZVPD

```
89
Properties=species:S:1:pos:R:3:mulliken_charge:R:1
C -1.65865 0.13746 1.49353 -1.833
C -1.53096 0.24548 -0.00779 0.162
C -2.73716 0.34276 -0.71755 0.010
C -2.76628 0.47032 -2.09532 -0.300
C -1.55864 0.44302 -2.78386 -0.531
C -0.36984 0.29917 -2.09705 -0.152
C -0.31286 0.21728 -0.70657 1.504
C 0.99160 0.06564 0.05249 -2.068
C 2.10232 1.08236 -0.26506 0.065
C 2.87982 0.81969 -1.56762 -0.709
C 3.17915 2.08324 -2.38776 -0.792
C 1.89147 2.87119 -2.67343 0.299
C 1.04662 3.11879 -1.42283 -0.765
N 1.62940 2.51153 -0.17592 0.060
H -1.88371 -0.89290 1.78066 0.157
H -0.80239 0.50483 2.05374 0.445
H -2.51666 0.72797 1.81877 0.446
H -3.66651 0.33560 -0.13671 0.125
H -3.68332 0.58354 -2.65618 0.343
H -1.51353 0.53763 -3.86399 -0.126
H 0.53219 0.28178 -2.69225 0.422
H 1.41878 -0.91391 -0.18031 0.392
H 0.83973 0.06885 1.12848 0.352
H 2.84290 0.96421 0.52736 0.481
H 2.41051 0.05025 -2.17398 0.485
H 3.84467 0.39558 -1.27859 0.262
H 3.65790 1.76594 -3.31174 0.405
H 3.88490 2.70340 -1.82854 0.129
H 1.31532 2.33036 -3.42465 -0.026
H 2.17008 3.81759 -3.13313 0.180
H 0.00760 2.82001 -1.51449 0.158
H 1.01721 4.19556 -1.24348 0.432
H 0.89318 2.52779 0.53421 0.387
H 2.37796 3.08739 0.20769 0.476
C -4.07241 -3.67957 0.42033 -0.419
Br -3.96217 -3.26444 2.29490 0.075
Br -2.83884 -2.58961 -0.58842 0.047
Br -3.83872 -5.55909 0.08617 -0.022
H -5.06813 -3.41748 0.09209 0.410
C -5.56619 -2.38045 6.24606 -0.352
Br -3.68827 -2.12110 5.86778 -0.061
Br -6.60406 -2.26848 4.63373 -0.019
Br -5.85837 -4.02225 7.18827 -0.001
H -5.88265 -1.57511 6.89308 0.408
C -0.35097 1.10438 -7.56938 -0.396
Br -1.18778 0.21151 -6.07927 0.037
Br 0.63304 2.63130 -6.93585 0.007
Br 0.74375 -0.07667 -8.61181 0.043
H -1.14247 1.46783 -8.20936 0.380
C -0.25384 -1.61526 7.67211 0.212
Br 0.89765 -2.73574 8.72005 -0.001
Br -0.45175 0.13508 8.44091 -0.010
Br 0.31089 -1.52669 5.82954 0.001
H -1.23209 -2.07695 7.67620 -0.305
C -7.40637 1.66093 -0.06488 -0.357
Br -8.93407 1.61143 -1.22848 -0.010
Br -5.87035 0.80444 -0.86194 0.069
Br -6.98695 3.45210 0.49246 -0.011
H -7.65885 1.09875 0.82257 0.335
C 6.85020 1.51028 0.01330 -0.058
Br 6.69150 0.05190 1.25030 0.004
Br 6.87414 0.91305 -1.81322 -0.008
Br 5.46863 2.82853 0.30108 -0.007
H 7.79177 2.00557 0.20750 0.074
C -1.64139 -6.30774 9.03612 -0.354
Br -2.12648 -4.77718 7.97552 0.149
Br -0.96731 -5.79519 10.76057 -0.032
Br -3.10950 -7.54532 9.18725 -0.046
H -0.84349 -6.81849 8.51645 0.384
C 9.30387 5.33331 -0.01070 -0.316
Br 7.62423 6.24786 -0.22377 -0.005
Br 9.23686 4.02611 1.40527 -0.038
Br 9.90355 4.55321 -1.66053 0.013
H 10.03365 6.07450 0.28226 0.343
C 5.07511 -0.72091 -9.35861 -0.338
Br 4.85015 0.90726 -10.35395 0.009
Br 5.38256 -0.37454 -7.48862 0.013
Br 3.59304 -1.91900 -9.61740 -0.037
H 5.95642 -1.21487 -9.74126 0.332
C -4.32939 -8.84178 5.53450 0.002
Br -5.97829 -9.76590 5.18212 -0.005
Br -2.80061 -9.87690 4.99490 -0.012
Br -4.31364 -7.08924 4.74191 0.034
H -4.25931 -8.70551 6.60422 -0.032
C -0.83591 5.97906 -4.76787 -0.400
Br 1.08140 6.17643 -4.74544 -0.045
Br -1.55837 6.26827 -6.52068 0.002
Br -1.37116 4.26969 -4.05787 0.017
H -1.24505 6.73929 -4.11838 0.420
```

Results
- LUMO level (eV) = -2.78
- gap between HOMO and LUMO (eV) = 8.470
- charge = +1
- highest occupied orbital energy (eV) = -11.251


Let's list relative energy (zero: lowest compared OMol25 entry of this formula, charge and spin) in order: 59.4, 0.0, 0.0 kcal/mol.
Let's list max |F| in order: 0.86, 0.39, 1.19 eV/A.
Let's list electronic energy in order: -2254.65535, -1739.95769, -85929.97180 Ha.